(1)
88
Properties=species:S:1:pos:R:3 method="wB97M-V/def2-TZVPD" homo_ev=-9.77 orbital_gap_ev=9.16 de_lowest_kcal_mol=11.0 lumo_energy_ev=-0.616
C 9.17326 3.39989 -3.14875
H -4.55396 -0.68458 1.47510
C -5.68943 -0.95925 -9.45671
S -2.57093 -1.94365 -2.54455
H -2.00553 -3.11914 -7.16107
C 3.78726 -3.22424 2.95734
H 4.60790 2.42234 -0.28012
C 7.26833 3.35236 -1.82559
C 1.74409 2.08479 1.14328
H -3.43150 -5.30980 1.52630
H -4.89545 -0.28084 -9.76506
C -2.49368 -4.17767 0.02276
H 8.82421 4.24020 -3.74682
H 3.49289 -5.76520 3.55270
H 3.41820 -0.64256 3.23199
H 9.74204 2.72611 -3.78398
O -6.50918 -0.00590 1.31726
O 6.28947 2.54825 -1.41702
O 3.06188 -3.17347 3.91716
H 1.00796 2.14377 0.34609
O 2.60385 3.21872 1.01562
H 6.06805 3.69860 2.61085
H 0.65135 0.36985 6.34167
C -7.11693 3.27821 0.37901
C 5.34720 3.17342 -0.53742
O -3.87865 -2.17384 -2.01716
H -2.65104 -1.18500 2.51088
H -1.64452 -0.93307 0.21868
O -3.91350 -1.31532 -7.53004
O 3.71656 2.48373 2.83707
H 4.76750 -1.17992 4.27682
H 1.75393 0.79038 4.99553
C -0.64329 1.76672 4.52678
H -5.44528 -1.26482 0.04231
H 5.09083 -0.28806 2.78362
O 4.54290 -2.22914 2.49482
H -5.82349 -1.89969 1.64799
H -3.33204 -3.39418 -5.99806
H -3.48915 -3.41703 3.13504
Cl -1.96827 -4.41383 -3.87176
O -2.52906 -2.81777 -3.99175
H 4.97894 4.65806 3.65695
H -6.21989 -0.55633 -8.59533
C -4.27686 -2.26992 -8.16589
H -7.10474 3.19685 -0.70673
H 5.84195 3.51076 0.36001
O -7.25583 1.99121 0.98010
H 2.30965 1.16040 1.02887
O 3.97121 -4.28590 2.17199
C -6.25971 1.14641 0.70127
H -3.06937 3.21457 2.98272
H -6.39019 -1.08004 -10.27858
C 3.56062 3.27379 1.94303
H -7.98135 3.86424 0.67980
O 8.07006 2.65491 -2.63290
H 1.22722 2.09976 2.10207
C -2.23252 3.23248 3.67627
O -5.16230 -2.25327 -9.16455
H 3.45074 -6.22146 1.84202
C -2.90774 -3.69171 -6.94849
H 5.89551 5.44372 2.36118
O -1.69178 1.91034 3.70998
O -0.15077 2.63291 5.19890
C -2.59296 -2.02182 1.82710
C -2.00529 -2.94274 -0.27910
O -1.46041 -2.75821 -1.57553
C -2.03753 -1.87997 0.57843
H -2.59436 3.52530 4.66048
O -5.30204 1.39038 0.01339
H -2.65304 -4.74726 -6.90774
C 4.43909 -1.02098 3.25072
O -3.86679 -3.52597 -7.99683
C -3.06687 -3.27281 2.14305
H 2.14633 -5.22472 2.50674
O 7.40863 4.50831 -1.51984
H -6.21347 3.77312 0.73253
C -5.51448 -1.01329 1.09984
C 0.88983 0.19736 5.29352
H 9.81356 3.74928 -2.34025
H 1.11802 -0.85604 5.15079
O -0.23765 0.49713 4.46357
H -1.48998 3.94313 3.31639
H -2.46733 -4.97550 -0.70786
H 4.84772 4.00136 -1.03608
C 3.21385 -5.43484 2.55338
C -3.03201 -4.33236 1.27862
O 4.30769 4.35382 1.71173
C 5.37187 4.53617 2.64945


(2)
104
Properties=species:S:1:pos:R:3 method="wB97M-V/def2-TZVPD" homo_ev=-7.68 orbital_gap_ev=7.59 lumo_energy_ev=-0.084
H 7.00064 3.50869 8.07495
N -1.85236 -1.69051 -2.90039
H -3.54875 -3.81759 -0.35543
H -6.08256 -2.14446 0.92865
H 2.48724 -0.86172 2.47616
N 6.71882 5.80642 6.55462
H 0.49338 5.87205 3.30648
O -1.67746 -5.44968 -1.70235
H 1.65449 3.39781 -1.36336
O -4.26604 -0.47686 -4.04210
H -2.97545 -4.57309 -4.36116
C 2.77453 5.95291 5.16599
H -5.95698 -4.79374 1.99911
H -0.00712 0.86503 -8.60533
O 4.94716 5.83071 7.93056
Br 0.71650 -2.75653 -2.28527
H 0.87592 3.05590 0.68894
C -3.08624 -3.52171 0.59130
H 1.67052 -0.51196 -1.20049
H 8.68884 6.28520 6.01088
N -2.59618 -2.15091 0.57508
C 0.40560 2.21551 0.17688
H 7.71051 4.86821 8.96462
C 1.45041 1.56518 -0.69927
H 2.13814 -1.49599 4.08684
H -2.24919 -4.19438 0.76174
N -3.90948 -1.66653 -1.76240
H 1.90036 -0.82681 -4.15048
C -6.42296 -3.15101 0.67990
H 0.06876 -1.73063 -7.01983
O -0.16998 -0.68054 -3.97427
H -1.08261 -2.91278 -4.41902
P -5.14151 -1.29225 -2.99491
O 1.98959 2.53563 -1.61173
H 3.85138 4.51380 4.03891
C 6.77801 4.44159 8.59380
H 0.36123 -0.05303 2.26774
H 0.00762 1.57363 0.95814
C 2.12748 -1.73321 3.02375
N -0.62291 -5.55167 -3.71444
H -4.28097 -0.89003 -4.91387
C -0.05945 -0.99796 1.91746
H -3.74703 -4.32790 2.50074
C 0.99356 -1.00165 -4.72705
O 0.06072 -1.08585 0.49975
H 0.17142 -2.56754 3.37490
H -0.39039 -6.50954 -3.47699
C 0.72916 -2.15570 2.53634
H -0.06715 4.25014 2.86663
H -1.01401 -0.55630 -8.77354
C 0.97440 -0.08561 -5.95341
C -2.59196 -4.09604 -3.45475
N 2.92926 4.89253 4.18572
C -0.95846 -0.66385 -0.30812
C -2.02975 -2.74647 -3.91404
H -3.43996 -4.00655 -2.78673
N -1.87710 -1.80341 -0.57677
H -5.94460 -3.21369 -3.47311
H -4.34757 -1.73998 -0.85544
H 6.19435 6.45777 5.99217
C 0.56047 4.81170 3.55210
H 2.86142 -2.52343 2.86508
O -5.21671 -2.69836 -3.83951
H 7.97718 4.93409 5.11795
C -4.12857 -3.68303 1.71156
H -7.41983 -3.25586 1.10533
H -1.09547 -1.04127 2.23992
H 6.12614 4.23114 9.43548
H 3.38020 6.81741 4.88620
H 0.86499 -2.90527 1.75899
H 8.48640 4.71602 6.79355
O -2.56672 0.76728 -1.98818
C -5.46410 -4.23971 1.20146
H 1.73795 6.26640 5.22735
C -1.61015 -5.07988 -2.84907
O -0.83417 1.95709 -2.80400
C 1.06126 0.32662 -1.52732
H 1.97866 0.32007 -6.08143
C 1.98042 4.31131 3.40770
H -5.27147 -4.95119 0.39794
H 1.39480 0.56530 -2.53613
H -6.55756 -3.20850 -0.40221
C 8.03709 5.41428 6.09583
C -0.48891 0.06527 -8.04485
C -0.47255 -1.22053 -2.73711
C -1.36059 1.02693 -2.20918
H 1.40669 -0.92298 -7.88486
C -2.58258 -1.70507 -1.76347
C 6.06488 5.41165 7.68035
H -0.93126 -5.53753 -4.67911
H 3.10200 5.61165 6.14828
H 0.19692 4.66410 4.56961
C -0.39526 -0.11548 -1.64657
H 2.29015 1.28394 -0.05630
H 0.97197 -2.04470 -5.05226
F -1.71676 0.24175 0.36925
H -0.43198 2.61116 -0.39982
O 2.27131 3.42198 2.62438
C 0.52678 -0.77002 -7.26218
H -4.31888 -2.71073 2.17342
H 0.33978 0.76821 -5.71668
H -2.69372 -2.36704 -4.68974
H -1.23878 0.49420 -7.38153
H -3.29526 -1.46206 0.83708


(3)
82
Properties=species:S:1:pos:R:3 method="wB97M-V/def2-TZVPD" homo_ev="-6.31 / -6.29" orbital_gap_ev="5.85 / 5.83" de_lowest_kcal_mol=12.0 lumo_energy_ev="-0.463 / -0.460"
H -1.66092 2.47400 0.96801
H -2.20863 4.31217 2.44699
H 3.90821 -3.57441 0.70889
C -2.94562 0.75974 -0.57549
C -1.79019 -2.65810 -1.06713
H 2.79203 0.98617 -0.69551
H 0.70506 3.14473 -0.52368
H -3.72830 -0.99259 2.70183
H -2.36886 1.61748 5.76474
C 0.99813 2.86545 0.47274
H -4.27296 -3.36422 3.07402
C 3.07638 -0.01453 -0.40083
N -1.67950 1.01186 -0.95604
C -3.29197 -3.09601 2.70154
C -1.15375 -4.51454 -2.40277
N 2.06088 -0.80886 0.05257
H -5.00383 1.29364 -0.53152
H 1.74879 4.69907 1.47738
C -1.71222 0.94762 2.48894
C 0.22183 -2.55192 -2.19688
C -2.34696 -4.09084 2.44437
C -3.77583 2.73802 -1.58613
N 1.69556 2.81808 2.52498
C 2.23618 2.54144 -4.22392
H -3.02293 -4.37142 -1.31299
C -1.45999 2.09539 -1.72695
H 2.38929 0.41014 3.59712
H -2.59579 -5.12970 2.61982
N -1.30692 -0.11146 1.67221
C 1.38909 0.45204 3.16265
C -1.10087 -3.75492 1.94609
H -2.25189 3.88149 -2.58638
C 3.80146 0.94982 -5.17106
C 4.68688 -1.75895 -0.10812
C 4.36668 -0.42443 -0.49177
N 1.32613 -1.89444 -2.73464
H 2.03833 3.07483 3.43413
C 3.71557 -2.56268 0.38057
H -2.47910 -2.17937 -0.38291
N -0.65567 -1.99106 -1.33811
N -0.25517 2.38972 -2.34506
C -4.01765 1.56407 -0.88003
H 0.75604 -4.24388 -3.36828
C 1.30792 1.57135 2.18724
H 0.65966 0.60220 3.96146
C 0.61085 1.44356 -2.48980
C -2.22436 1.81070 4.70834
C -2.09047 -3.89822 -1.58471
C 1.73336 1.50750 -3.45888
C -0.80475 -2.41281 1.71770
H -4.57855 3.42806 -1.81239
C -1.91251 0.75634 3.86882
C 1.39465 -0.62172 -2.67028
Ti 0.00639 -0.31662 0.03460
C -1.72753 -1.39441 2.01377
N 0.33595 -1.92148 1.11278
C 2.23503 0.21694 -3.55744
H 3.73860 3.03042 -5.67256
H 1.17139 -0.49277 2.67521
C -2.99448 -1.76006 2.48682
N 0.60794 0.21900 -1.91302
H 1.81857 3.53714 -4.16011
H 5.70376 -2.11980 -0.19669
C -1.82644 2.26157 2.01242
H -1.80213 -0.23562 4.28835
H -2.58330 3.92796 4.87514
H -3.08195 -0.10985 0.05177
C -2.13154 3.31412 2.86249
C -2.49544 3.00414 -2.00615
H -1.33014 -5.50369 -2.80471
C 2.38141 -2.06277 0.50299
H 4.62383 0.75147 -5.84664
H 5.12248 0.25061 -0.86687
C 1.51358 3.65098 1.44784
N 0.88551 1.56510 0.93104
C 3.29856 2.24457 -5.07194
C 3.25982 -0.09470 -4.42844
H 3.62874 -1.10754 -4.51634
C -2.34068 3.10422 4.21679
N 1.41025 -2.74586 1.06576
H -0.35586 -4.50185 1.71098
C 0.00490 -3.83684 -2.70868


(4)
13
Properties=species:S:1:pos:R:3 method="wB97M-V/def2-TZVPD" homo_ev=-10.11 smiles="C[C@H](O)/C=N/O" orbital_gap_ev=10.91 de_lowest_kcal_mol=72.2 lumo_energy_ev=0.805
H 1.89485 -0.04897 -2.45737
O 1.65813 0.93672 -2.31674
C -0.17061 -0.10554 1.74552
H 0.29929 -1.10795 1.79466
C 0.45256 0.01515 -0.67779
C -0.65684 0.11556 0.33180
O -1.65201 -0.86935 0.07818
H 0.96204 -0.94359 -0.89061
H -1.11073 1.11185 0.19883
H -1.92774 -0.72759 -0.87024
N 0.68357 1.05102 -1.36394
H 0.58968 0.65151 1.98005
H -1.02218 -0.07883 2.44765


(5)
148
Properties=species:S:1:pos:R:3 method="wB97M-V/def2-TZVPD" homo_ev="-3.69 / -6.64" orbital_gap_ev="2.54 / 5.47" de_lowest_kcal_mol=36.6 lumo_energy_ev="-1.155 / -1.173"
H -0.72235 -5.24575 -1.98186
C -2.90137 0.13373 -0.30420
C 1.55048 1.25216 2.75296
C 4.98061 -1.04674 -3.30212
H 2.23006 -0.62118 -7.69236
H 2.40838 -4.04771 2.57236
H -4.86104 3.00188 5.56338
C 5.16622 0.74314 -1.54299
C 1.19727 1.88824 7.16482
H 0.11780 1.74102 7.20902
H 2.64671 2.96928 5.99810
H -1.69614 -0.27120 3.59962
H -2.20923 -4.82150 -2.85648
H 0.67358 3.83588 -2.90540
C -3.72704 6.47768 6.78806
C -5.27404 1.04280 -0.41854
Cl -4.67676 2.67127 -0.54875
C 3.66286 3.41751 -4.59569
H 0.45936 1.43300 -6.31266
H -5.24638 -2.99562 -2.56142
C 1.32107 3.83825 -3.78323
H 4.76045 -0.33072 -4.09528
H -0.87706 3.73584 6.17907
H 4.16676 -7.10758 1.95701
H 3.91561 -2.41300 -1.07933
H -1.57125 -1.21162 -3.81909
H -3.28583 6.06450 7.69293
H 1.17360 3.87824 6.30547
H -5.66187 6.59855 7.57546
H 4.49742 -1.99490 -3.55734
H 1.13983 -2.22472 -6.03067
H 2.33044 -2.37785 1.98420
H -1.97706 -2.79060 -4.52491
H 2.59892 -2.05390 -5.02030
C 2.64401 0.55124 1.94540
Ca 0.52763 -0.72197 0.09942
H 2.75490 0.98411 -7.14558
H -2.03255 6.02162 5.55627
N 3.10890 -5.75889 0.86711
C -2.46253 3.64704 4.74337
H 2.09283 -2.70910 3.70607
C 4.17212 -6.50019 1.05817
H 1.45321 -4.33430 -3.78279
H 4.33043 -1.15880 0.08563
C -5.39078 4.65687 6.83183
C 3.28838 4.52329 -2.39490
C 1.91345 -3.08576 2.69828
C -7.17557 -0.41451 -0.27790
S -0.74586 -2.93074 -2.47946
H 1.29446 4.82294 -4.25243
O 2.36555 0.56722 -4.59697
O 3.02444 -0.31215 -2.09055
H 4.03483 -4.36420 -1.90888
H 3.63594 -0.45520 -6.61438
H -0.80041 -4.47067 -4.95066
H 3.63254 4.36756 -5.13257
F -4.07959 3.50846 3.01354
H 4.29267 4.24666 -2.07123
C -3.40566 -2.00496 -3.07009
C -4.38131 -0.02424 -0.31176
H -4.25115 -3.91488 -3.69497
H -3.93744 -1.38338 -3.79513
H 3.34157 2.61686 -5.25448
C -1.99749 -2.19517 -3.60968
H -0.25423 0.40764 -5.05871
C -1.12978 -4.70320 -2.83485
O -0.20140 -1.97362 2.36863
C 5.20474 -5.74236 -0.92010
H -3.53331 6.28020 4.64745
C -4.94628 -1.29384 -0.15220
H -6.71426 -2.49246 -0.00592
C -3.10431 5.82794 5.56146
C -1.14192 3.39283 5.18780
C 0.42699 -3.25168 2.45237
H 5.09218 1.50394 -2.31742
C -4.73567 4.08278 5.58404
C -0.65328 2.23133 3.11531
H 1.54693 2.24603 8.13468
H -2.40891 -0.70089 -0.80392
C 1.01663 -5.26973 -4.12856
C 1.60765 -1.64693 -5.22964
C -0.50786 -5.16361 -4.15649
H 4.69163 3.21753 -4.28788
H -4.27276 -2.13733 -0.04120
H -5.59345 6.48823 5.92443
C -1.62070 -2.10908 2.44757
H -7.29870 1.71867 -0.51203
H -6.45856 4.44298 6.85751
H 2.94617 1.70885 4.25703
C -2.25760 -0.83585 2.86406
C 0.18797 1.39998 2.29141
H -2.01610 -2.50360 1.49838
C 2.74706 3.47730 -3.36812
H -3.60599 7.56011 6.77928
H 1.32454 -6.06104 -3.44273
C -1.96973 2.51109 2.66916
H -5.25068 4.49544 4.70151
H 6.13269 -7.15940 0.37415
H 0.25058 -3.81927 1.53607
O 3.80895 0.85296 2.20798
N -5.18805 6.14313 6.79795
H -4.91292 4.27104 7.72999
Si 2.13215 0.75412 -2.96393
H 0.94039 3.09236 -4.48206
H 5.63162 -1.95146 -0.84183
C 1.56260 2.88603 6.06810
C -4.22080 -3.26982 -2.81355
C -6.31474 -1.49328 -0.12956
C 5.27313 -6.53797 0.18023
C -6.64921 0.85977 -0.40937
H 1.40705 -5.49395 -5.12289
H 4.70330 1.13194 -0.63513
C -2.82670 3.21717 3.47797
C 3.03138 -4.98171 -0.23671
H -3.81439 -3.82994 -1.97130
H 2.64655 4.58254 -1.51512
H 1.66513 0.92509 6.95968
C 1.73192 -0.17858 -5.63364
H -0.92882 -6.13928 -4.41171
C 0.35552 0.40497 -5.95949
O -0.30754 0.84928 1.25936
C 4.43611 -0.52973 -1.96769
O 2.75529 2.24113 -2.66424
H -3.32453 -0.90089 3.06457
O -1.21899 -2.67949 -1.07656
N -3.32270 4.39472 5.62183
C -0.23343 2.70948 4.38021
H -0.13711 -0.18514 -6.73558
C 2.64621 -0.06144 -6.85282
H -2.55371 0.09341 0.73518
H -8.24812 -0.55845 -0.28346
H 1.00372 -1.71845 -4.32613
H 6.05982 -1.20074 -3.24495
C 1.91758 1.79337 3.93322
S 0.17965 0.40292 -2.33400
H 5.98898 -5.67410 -1.66043
H 3.32705 5.50117 -2.87806
H -1.83596 -2.87652 3.21316
H -2.55921 1.06085 -0.75594
H -0.02377 -3.80673 3.28727
H 6.21730 0.52579 -1.34349
N 1.07127 2.47561 4.76890
O 2.26379 -0.29939 1.07733
H -3.34728 -1.43450 -2.14675
H -2.27773 2.17944 1.68871
S 1.72218 -4.04207 -0.63184
C 4.60137 -1.58762 -0.87890
N 4.10793 -4.98919 -1.11752